Density functional theory data (ωB97M-V/def2-TZVPD) for a 10-piece molecular cluster, C49H121F18N6O9P3 overall.

Properties
Total charge: +3
HOMO level (alpha / beta), eV: -14.2 / -14.2
Spin multiplicity: 2
LUMO (alpha / beta), eV: -5.9 / -10.8
Electronic energy, eV: -156906.34603
Orbital gap (alpha / beta), eV: 8.28 / 3.41
Expectation value of S²: 0.76

Last column: Löwdin spin population.
Positions of all 206 atoms, in Å:
C (3.5385, -6.1083, -3.5646)  0.000
C (2.1884, -6.5828, -4.1792)  0.000
N (0.9998, -5.5822, -4.1616)  0.000
C (-0.1213, -6.2866, -5.0283)  0.000
C (0.2570, -5.2419, -2.8288)  0.000
C (-0.3411, -6.4949, -2.2129)  0.000
C (1.5869, -4.2223, -4.8466)  0.000
C (0.6341, -3.3831, -5.6963)  0.000
O (-0.6222, -3.3088, -5.0931)  0.000
C (-1.6073, -2.4092, -5.6069)  0.000
H (3.9567, -5.2519, -4.0934)  0.000
H (4.3659, -6.8137, -3.6422)  0.000
H (3.2898, -5.7542, -2.5642)  0.000
H (1.6857, -7.4782, -3.8137)  0.000
H (2.3409, -6.8616, -5.2219)  0.000
H (-1.1150, -5.8430, -4.9646)  0.000
H (-0.3081, -7.2958, -4.6613)  0.000
H (0.2970, -6.3017, -6.0347)  0.000
H (-0.4511, -4.4733, -3.1387)  0.000
H (0.9571, -4.6715, -2.2184)  0.000
H (-1.1589, -6.8334, -2.8490)  0.000
H (-0.8142, -6.1269, -1.3025)  0.000
H (0.3202, -7.3515, -2.0818)  0.000
H (2.4400, -4.4744, -5.4765)  0.000
H (1.8721, -3.5416, -4.0445)  0.000
H (0.7354, -3.8444, -6.6787)  0.000
H (1.1536, -2.4249, -5.6886)  0.000
H (-1.9246, -1.8774, -4.7099)  0.000
H (-2.4681, -2.9457, -6.0059)  0.000
H (-1.1362, -1.7453, -6.3318)  0.000
C (0.3036, 4.2486, 4.7323)  0.000
C (-0.1487, 3.6131, 6.1207)  0.000
N (0.4147, 2.2147, 6.4888)  0.000
C (-0.7257, 1.5705, 7.2217)  0.000
C (0.7661, 1.4183, 5.2215)  0.001
C (1.2317, -0.0083, 5.5240)  0.000
C (1.5316, 2.3591, 7.5519)  0.000
C (2.6827, 3.2780, 7.1784)  0.000
O (3.4243, 2.8412, 6.0125)  0.000
C (4.3182, 1.8371, 6.2779)  0.000
H (-0.0907, 3.8283, 3.8070)  0.000
H (1.3863, 4.1842, 4.6240)  0.000
H (-0.0709, 5.2710, 4.7812)  0.000
H (-1.2248, 3.6759, 6.2824)  0.000
H (0.1244, 4.2255, 6.9801)  0.000
H (-1.5603, 1.2584, 6.5938)  0.000
H (-1.0027, 2.2345, 8.0405)  0.000
H (-0.3477, 0.6729, 7.7112)  0.000
H (1.5233, 1.9991, 4.6949)  0.000
H (-0.1362, 1.3065, 4.6202)  0.001
H (0.4231, -0.7292, 5.6441)  0.000
H (2.0782, -0.0326, 6.2103)  0.000
H (1.6612, -0.5431, 4.6768)  0.000
H (1.7979, 1.3472, 7.8575)  0.000
H (1.1617, 2.7506, 8.4995)  0.000
H (3.2451, 3.4145, 8.1021)  0.000
H (2.3142, 4.2778, 6.9487)  0.000
H (4.6556, 1.6427, 5.2598)  0.000
H (3.8590, 1.0604, 6.8895)  0.000
H (5.0834, 2.1618, 6.9829)  0.000
C (1.5696, 1.0818, -3.4389)  0.000
C (1.0296, 1.3486, -1.9969)  0.000
N (1.3214, 0.1871, -1.0043)  0.000
C (2.8705, 0.0010, -0.9296)  0.000
C (0.7369, 0.5463, 0.4367)  0.000
C (0.8710, -0.5640, 1.4851)  0.000
C (0.7997, -1.2397, -1.5658)  0.000
C (-0.6107, -1.2478, -2.2142)  0.000
O (-1.5796, -0.3964, -1.6204)  0.000
C (-2.7624, -0.1827, -2.4081)  0.000
H (1.3109, 0.1125, -3.8651)  0.000
H (2.6287, 1.2994, -3.5770)  0.000
H (1.0624, 1.7641, -4.1211)  0.000
H (0.0442, 1.8144, -1.9985)  0.000
H (1.6226, 2.1743, -1.6034)  0.000
H (3.4514, 0.8723, -0.6272)  0.000
H (3.1926, -0.1190, -1.9640)  0.000
H (3.1561, -0.8699, -0.3395)  0.000
H (-0.3031, 0.6822, 0.1400)  0.000
H (1.0920, 1.5270, 0.7533)  0.000
H (0.3061, -1.4800, 1.3126)  0.000
H (0.4276, -0.0023, 2.3072)  0.000
H (1.9075, -0.7533, 1.7643)  0.000
H (0.9176, -1.8511, -0.6712)  0.000
H (1.5002, -1.5530, -2.3399)  0.000
H (-0.8851, -2.2909, -2.3710)  0.000
H (-0.4689, -0.9064, -3.2396)  0.000
H (-3.4209, 0.6270, -2.0938)  0.000
H (-3.4129, -1.0485, -2.2835)  0.000
H (-2.5705, -0.2643, -3.4780)  0.000
C (5.4947, -1.0616, 1.8140)  0.000
C (6.6002, -0.2009, 2.3095)  0.000
N (7.8892, -0.1412, 1.3291)  0.000
C (7.4503, 0.4854, -0.0254)  0.000
C (8.9057, 0.8839, 1.9762)  0.000
C (8.7589, 2.4302, 1.6151)  0.000
C (8.6218, -1.5309, 1.1062)  0.000
C (8.7901, -2.2517, 2.4563)  0.000
O (9.5786, -1.6310, 3.4454)  0.000
C (11.0195, -1.5703, 3.1906)  0.000
H (5.7546, -2.1080, 1.6538)  0.000
H (5.0399, -0.5565, 0.9619)  0.000
H (4.6873, -1.2326, 2.5259)  0.000
H (6.9666, -0.3878, 3.3189)  0.000
H (6.2983, 0.8433, 2.2284)  0.000
H (8.3706, 0.7568, -0.5426)  0.000
H (6.7207, 1.2758, 0.1510)  0.000
H (6.9014, -0.2049, -0.6659)  0.000
H (9.9178, 0.6315, 1.6600)  0.000
H (8.8135, 0.8077, 3.0596)  0.000
H (7.7205, 2.7601, 1.5820)  0.000
H (9.0719, 2.5748, 0.5810)  0.000
H (9.2567, 3.2326, 2.1596)  0.000
H (9.5374, -1.3779, 0.5349)  0.000
H (7.9014, -2.1183, 0.5370)  0.000
H (9.1239, -3.2837, 2.3482)  0.000
H (7.8206, -2.3433, 2.9460)  0.000
H (11.5637, -1.3523, 4.1095)  0.000
H (11.3709, -1.0433, 2.3035)  0.000
H (11.3299, -2.5907, 2.9658)  0.000
C (-9.2761, -2.5216, -2.6848)  0.000
C (-7.9013, -2.5885, -3.4711)  0.000
N (-7.7795, -1.3095, -4.3882)  0.000
C (-6.2072, -1.1320, -4.6134)  0.000
C (-8.4889, -1.5001, -5.8604)  0.000
C (-7.9441, -2.6936, -6.6907)  0.000
C (-8.3591, -0.0531, -3.7165)  0.000
C (-7.9037, 1.3722, -4.3012)  0.000
O (-8.4254, 1.6101, -5.6086)  0.000
C (-7.8072, 2.7729, -6.1664)  0.000
H (-9.1923, -3.3406, -1.9705)  0.000
H (-10.1271, -2.7504, -3.3262)  0.000
H (-9.3384, -1.6549, -2.0266)  0.000
H (-7.8656, -3.3776, -4.2223)  0.000
H (-7.0844, -2.5708, -2.7497)  0.000
H (-6.0075, -0.4052, -5.4008)  0.000
H (-5.8038, -2.0654, -5.0058)  0.000
H (-5.6326, -0.8599, -3.7280)  0.000
H (-8.2665, -0.7081, -6.5755)  0.000
H (-9.5382, -1.7441, -5.6949)  0.000
H (-7.8918, -3.6364, -6.1464)  0.000
H (-6.9752, -2.3800, -7.0793)  0.000
H (-8.5918, -2.8541, -7.5526)  0.000
H (-7.9981, -0.0832, -2.6885)  0.000
H (-9.4451, -0.0459, -3.8096)  0.000
H (-6.8188, 1.4245, -4.2109)  0.000
H (-8.3286, 2.0858, -3.5953)  0.000
H (-8.3287, 3.4778, -5.5188)  0.000
H (-8.1199, 2.9211, -7.2000)  0.000
H (-6.7513, 2.9876, -6.0019)  0.000
C (-7.0743, 3.1272, 3.2449)  0.000
C (-5.5625, 3.2163, 3.4493)  -0.001
N (-4.9537, 4.6672, 3.2692)  0.000
C (-5.4597, 5.4914, 4.5277)  0.000
C (-3.3840, 4.6223, 3.3680)  0.000
C (-2.6018, 5.9627, 3.1139)  0.000
C (-5.5618, 5.3647, 2.0082)  0.000
C (-5.1893, 4.9827, 0.6326)  0.000
O (-5.3308, 3.6721, 0.3243)  0.000
C (-4.6845, 3.1309, -0.7754)  0.000
H (-7.4248, 2.1788, 3.6520)  0.000
H (-7.3714, 3.3191, 2.2138)  0.000
H (-7.6625, 3.8772, 3.7738)  0.000
H (-5.0604, 2.6459, 2.6678)  -0.001
H (-5.0644, 2.8233, 4.3355)  -0.001
H (-6.5351, 5.3572, 4.4109)  0.000
H (-5.2466, 6.5600, 4.5001)  0.000
H (-5.1437, 5.0098, 5.4530)  0.000
H (-3.2584, 3.8711, 2.5883)  0.000
H (-3.1918, 4.1215, 4.3169)  0.000
H (-2.6466, 6.5288, 4.0443)  0.000
H (-2.7828, 6.4234, 2.1428)  0.000
H (-1.5844, 5.5726, 3.1427)  0.000
H (-5.1428, 6.3667, 2.1003)  0.000
H (-6.6303, 5.4873, 2.1850)  0.000
H (-4.1197, 5.1530, 0.5092)  0.000
H (-5.6592, 5.6373, -0.1014)  0.000
H (-5.3138, 3.4294, -1.6139)  0.000
H (-4.7905, 2.0617, -0.5921)  0.000
H (-3.6533, 3.4696, -0.8755)  0.000
O (-2.0530, 0.7497, 2.0699)  0.040
C (-2.9763, 0.6934, 2.9975)  0.028
O (-3.9666, 0.0261, 2.7449)  0.385
O (-2.7890, 1.3506, 4.0124)  0.544
H (-2.6468, 0.1673, 1.5905)  0.004
P (4.2140, 3.3428, 1.6992)  0.000
F (2.7830, 3.4922, 0.9162)  0.000
F (4.8980, 3.0475, 0.2874)  0.000
F (4.6441, 4.9170, 1.3534)  0.000
F (5.6501, 3.0132, 2.3782)  0.000
F (3.4991, 3.6826, 3.1012)  0.000
F (3.9639, 1.7959, 1.8194)  0.000
P (2.1254, -4.7293, 0.6863)  0.000
F (3.6757, -5.2008, 0.8418)  0.000
F (2.6547, -4.1228, -0.7220)  0.000
F (1.6751, -6.1533, -0.0218)  0.000
F (0.6725, -4.1841, 0.3336)  0.000
F (1.7852, -5.2427, 2.1910)  0.000
F (2.3947, -3.2213, 1.3046)  0.000
P (4.8058, -1.5342, -4.3189)  0.000
F (3.5326, -1.2410, -5.3692)  0.000
F (4.8917, 0.0319, -4.0202)  0.000
F (3.6721, -1.8410, -3.1304)  0.000
F (6.1007, -1.8446, -3.2327)  0.000
F (4.8816, -3.0476, -4.9009)  0.000
F (5.8842, -1.2671, -5.5023)  0.000